A:
A molecular structure, C16H32Br12O. Source: OMol25; level of theory: ωB97M-V with the def2-TZVPD basis set.

The HOMO energy is -9.1 eV. For the gap between HOMO and LUMO, the calculation gives 0.3395 Eh. As for the charge: 0.

Structure (XYZ):
```
61
Properties=species:S:1:pos:R:3:nbo_charge:R:1
C 1.07128 1.27508 0.25903 -0.4340
C 0.67320 -0.17629 0.38625 -0.4468
C -0.40933 -0.09148 1.49107 -0.0681
O -0.18135 1.07701 2.30313 -0.5861
C 0.86414 1.81229 1.67033 -0.1099
H 0.27738 1.70797 -0.35797 0.1979
H 2.04072 1.54258 -0.15767 0.2166
H 1.37618 -0.93870 0.72715 0.2083
H 0.17684 -0.52931 -0.51477 0.2287
H -0.55638 -0.99840 2.07528 0.1926
H -1.34008 0.07495 0.93873 0.1703
H 1.75857 1.81014 2.31043 0.1948
H 0.72116 2.89972 1.71456 0.1764
Br 1.51048 -0.23928 -3.57706 -0.0145
C -0.27335 0.45156 -3.91303 -0.4655
C -0.50320 0.84695 -5.33897 -0.4267
Br -0.09984 -0.64851 -6.60530 -0.0211
H -0.40365 1.21073 -3.14434 0.2381
H -0.99261 -0.32245 -3.64205 0.2326
H 0.13580 1.67668 -5.63663 0.2231
H -1.51527 1.18318 -5.55142 0.2351
Br -1.85662 0.09714 5.33007 -0.0406
C 0.04488 0.66535 5.10818 -0.4174
C 0.06357 2.10717 4.62046 -0.4538
Br 1.90962 2.53434 4.16438 0.0087
H 0.46976 0.07983 4.29635 0.2296
H 0.60296 0.47801 6.01893 0.2264
H -0.37947 2.83024 5.30030 0.2266
H -0.52157 2.22334 3.71067 0.2594
Br 0.09027 -3.04397 -1.90457 -0.0109
C 1.96883 -3.49426 -1.67603 -0.4536
C 2.74225 -3.73676 -2.95956 -0.4362
Br 2.07917 -5.36124 -3.86187 -0.0234
H 1.97667 -4.37792 -1.04385 0.2315
H 2.41659 -2.66186 -1.13478 0.2232
H 3.79653 -3.89589 -2.75149 0.2303
H 2.61834 -2.92748 -3.67375 0.2371
Br 4.14816 0.39454 1.90839 -0.0186
C 4.98488 0.45182 0.08847 -0.4329
C 4.02182 0.77286 -1.02936 -0.4515
Br 4.94390 0.95659 -2.75822 0.0083
H 5.54501 -0.47273 -0.03299 0.2281
H 5.80279 1.17005 0.13224 0.2276
H 3.42697 1.67492 -0.89688 0.2199
H 3.22050 0.03563 -1.09163 0.2268
Br -2.72961 -0.74904 -1.18672 -0.0286
C -4.03975 -2.19020 -1.52119 -0.4226
C -3.22926 -3.38806 -1.93962 -0.4316
Br -4.42280 -4.96978 -2.17104 -0.0231
H -4.71179 -1.85432 -2.30877 0.2232
H -4.66020 -2.35059 -0.64416 0.2314
H -2.60179 -3.61172 -1.08160 0.2294
H -2.65306 -3.18644 -2.83507 0.2318
Br -3.92839 2.32076 0.50485 -0.0343
C -3.22193 2.42267 2.33589 -0.4359
C -4.19992 3.08348 3.30906 -0.4419
Br -3.25462 3.21515 5.01065 -0.0016
H -2.34563 3.03501 2.15181 0.2242
H -2.93624 1.43206 2.67589 0.2381
H -5.14043 2.54261 3.34577 0.2291
H -4.37107 4.12430 3.05403 0.2259
```

=====

B:
7 unconnected molecules or ions with the total composition C16H32Br12O. Source: OMol25; level of theory: ωB97M-V with the def2-TZVPD basis set.

The HOMO energy is -9.7 eV. For the gap between HOMO and LUMO, the calculation gives 0.3542 Eh. As for the charge: 0.

Structure (XYZ):
```
61
Properties=species:S:1:pos:R:3:nbo_charge:R:1
C -0.86758 0.05921 -2.97111 -0.4471
C -1.89482 -1.03056 -2.98751 -0.4304
C -1.39536 -2.07014 -4.06031 -0.0521
O -0.54562 -1.30941 -4.84598 -0.5494
C -0.49743 0.10736 -4.44222 -0.0649
H -0.02041 -0.30663 -2.39097 0.2036
H -1.30676 1.02313 -2.71407 0.2244
H -2.81871 -0.61293 -3.38764 0.1993
H -2.13707 -1.50067 -2.03441 0.2122
H -2.26500 -2.46386 -4.58643 0.1708
H -0.80815 -2.88281 -3.63270 0.1611
H -1.19188 0.67416 -5.06237 0.1739
H 0.54771 0.38707 -4.57469 0.1954
Br 3.67058 3.64660 4.00301 -0.0230
C 3.88681 1.77358 3.25882 -0.4373
C 3.36019 0.68600 4.19453 -0.3861
Br 3.69544 -1.17448 3.34782 -0.0589
H 4.89729 1.54755 2.91831 0.2429
H 3.28291 1.73071 2.35242 0.2100
H 2.29239 0.81208 4.37340 0.2205
H 3.85470 0.73372 5.16473 0.2257
Br 6.11274 0.77626 0.75576 -0.0482
C 4.62100 0.43648 -0.56554 -0.4013
C 4.36748 -1.04622 -0.71683 -0.4681
Br 3.06992 -1.33627 -2.12027 0.0011
H 4.88833 0.93542 -1.49704 0.2349
H 3.77531 0.91481 -0.07147 0.2228
H 3.94355 -1.51195 0.17282 0.2384
H 5.28454 -1.56944 -0.98762 0.2340
Br -2.71722 2.58513 0.51492 -0.0200
C -2.41490 4.50453 0.11056 -0.4339
C -1.29304 4.69506 -0.90433 -0.4553
Br -0.88541 6.54584 -1.37938 0.0082
H -2.09301 5.04819 0.99878 0.2255
H -3.32917 4.94865 -0.28312 0.2286
H -1.62422 4.21174 -1.82347 0.2162
H -0.36265 4.15944 -0.71569 0.2270
Br 2.02962 -4.21709 0.41978 -0.0281
C 0.36428 -4.15546 -0.67762 -0.4317
C -0.75537 -5.13235 -0.15678 -0.4210
Br -2.52001 -4.67763 -1.00091 -0.0272
H 0.65935 -4.41057 -1.69543 0.2245
H 0.10692 -3.09959 -0.76125 0.2253
H -0.83797 -4.99073 0.92082 0.2280
H -0.60144 -6.19830 -0.32455 0.2307
Br 0.84989 1.84705 0.13088 -0.0111
C 0.87924 0.03655 0.83834 -0.4632
C -0.54990 -0.41412 0.89093 -0.4331
Br -0.80868 -1.98283 2.08616 -0.0276
H 1.33042 0.08725 1.82929 0.2278
H 1.54375 -0.60781 0.26272 0.2345
H -0.89517 -0.67501 -0.10948 0.2255
H -1.27474 0.32733 1.22704 0.2354
Br -4.35470 1.42657 5.12852 -0.0691
C -3.78920 0.42736 3.38483 -0.3852
C -4.87919 0.62670 2.29411 -0.4094
Br -4.30754 -0.45958 0.67563 -0.0496
H -3.60417 -0.61774 3.63306 0.2347
H -2.83656 0.87928 3.10850 0.2200
H -4.99549 1.60707 1.83209 0.2401
H -5.83565 0.24615 2.65253 0.2294
```

=====

Sorted by energy, starting with the most stable: B, A.

=====

A:
A molecular structure, C7H19N3. Source: OMol25; level of theory: ωB97M-V with the def2-TZVPD basis set.

The HOMO energy is -6.6 eV. For the gap between HOMO and LUMO, the calculation gives 0.2745 Eh. As for the charge: 0.

Structure (XYZ):
```
29
Properties=species:S:1:pos:R:3:nbo_charge:R:1
C -0.56095 1.17586 -0.02708 0.2308
C 0.25131 -1.38976 -0.22900 0.0769
C 0.17203 0.38135 0.92046 0.0388
C 0.10525 1.68710 -1.27653 -0.6570
C 0.41586 -2.41231 0.87759 -0.6407
C -0.88571 -1.78929 -1.15243 -0.6510
C -0.37453 2.69989 1.28641 -0.6706
N -1.93873 0.99216 -0.16008 -0.8481
N 1.52429 -1.25927 -0.92568 -0.8887
N 1.53834 0.61235 1.13804 -0.8607
H -0.41112 0.07185 1.78490 0.1985
H -2.38367 0.45131 0.56605 0.3729
H -2.26218 0.73890 -1.08013 0.3769
H 1.42078 -0.76930 -1.80666 0.3596
H 1.95302 -2.16437 -1.12742 0.3567
H 1.86030 0.19813 2.00106 0.3694
H 2.08128 0.22128 0.35982 0.4059
H -0.40137 2.59577 -1.60236 0.2284
H 1.15085 1.91147 -1.08557 0.2355
H 0.02994 0.96018 -2.08642 0.1976
H -0.50326 -2.52001 1.45576 0.2072
H 0.65743 -3.41081 0.47511 0.1834
H 1.22316 -2.13420 1.55769 0.2048
H -1.83805 -1.83410 -0.62072 0.2078
H -0.97929 -1.11960 -2.01136 0.1947
H -0.71845 -2.79091 -1.58230 0.1940
H -1.11866 3.35540 0.84421 0.1893
H 0.63487 3.08470 1.19576 0.2009
H -0.64272 2.45621 2.31088 0.1869
```

=====

B:
C7H19N3 in the gas phase. Source: OMol25; level of theory: ωB97M-V with the def2-TZVPD basis set.

The HOMO energy is -8.5 eV. For the gap between HOMO and LUMO, the calculation gives 0.3436 Eh. As for the charge: 0.

Structure (XYZ):
```
29
Properties=species:S:1:pos:R:3:nbo_charge:R:1
C -1.87359 1.97734 0.13894 -0.6357
C -1.35704 0.53411 0.11283 -0.0641
N -1.93082 -0.19472 1.25924 -0.8551
C 0.30939 0.40085 0.04686 0.1409
C 0.89881 0.75498 1.43149 -0.6444
N 0.86720 1.39519 -0.88505 -0.8517
C 0.68085 -1.07689 -0.40923 0.1253
C 0.24679 -1.40332 -1.85306 -0.6221
C 2.28064 -1.24432 -0.35098 -0.6192
N 0.12436 -2.12785 0.44740 -0.8431
H -1.40958 2.57362 0.93002 0.1992
H -2.96016 2.00996 0.29293 0.2114
H -1.68660 2.47145 -0.82064 0.2064
H -1.77722 0.07890 -0.78838 0.1863
H -1.67279 0.28280 2.12435 0.3519
H -2.95032 -0.14573 1.22695 0.3571
H 0.50406 1.70535 1.80625 0.2052
H 0.67622 -0.00740 2.18341 0.2084
H 1.98890 0.86022 1.39493 0.2325
H 0.58845 2.33808 -0.62176 0.3594
H 0.53248 1.24075 -1.83086 0.3577
H 0.59748 -2.39871 -2.15185 0.2293
H -0.84117 -1.40906 -1.96911 0.2012
H 0.66223 -0.69649 -2.57694 0.2009
H 2.64377 -1.26175 0.68110 0.2015
H 2.56901 -2.19716 -0.80950 0.2133
H 2.80345 -0.45448 -0.89810 0.2202
H -0.89752 -2.03292 0.46713 0.3774
H 0.38272 -1.97282 1.42163 0.3500
```

=====

Sorted by energy, starting with the most stable: B, A.